Formula: C27H40Cl16F17NbO2
Source: the Open Molecules 2025 dataset
Level of theory: wB97M-V/def2-TZVPD

```
! wB97M-V def2-TZVPD RIJCOSX def2/J DEFGRID3
* xyz -2 1
Cl -4.03049 -1.21839 3.00587
Cl 5.46835 1.34093 2.71088
H 3.86387 -1.15345 7.79879
H -4.75157 -2.12890 -1.69728
C 6.23115 -1.15663 1.87921
H 4.82384 -0.23669 -1.66853
C -3.04016 5.13266 1.43471
H -2.33688 6.87985 2.49430
H -7.35801 -5.25513 3.63374
F -2.85062 -0.10538 -2.65687
Cl 6.70722 0.98654 6.80880
H 1.34524 0.56223 -2.49640
H -6.14546 -5.31261 4.91599
C -2.35288 0.62730 4.11645
C 2.85971 2.99141 -3.64363
H 3.90000 -6.96037 3.79268
H 2.38899 -2.14397 -6.49004
Cl 5.86171 -0.88203 0.15321
C -4.41366 1.74504 -2.84044
F 2.42774 5.25922 -4.53072
H 7.26062 -0.84680 2.06592
C -5.62246 -6.39612 3.12102
F -2.78916 2.27145 -1.12759
Cl 2.45352 -4.29644 -8.45023
O 2.73520 -0.03797 -5.21590
H 2.80883 -2.04012 -8.98752
F -1.42363 2.29582 -3.44104
C 3.56609 -0.36638 -4.32573
C -2.30993 3.30603 -3.24656
H -3.85607 4.83879 0.77686
H 6.03477 -6.40409 4.82317
H -5.18697 -5.55343 2.58355
C 1.03212 4.50614 -2.62408
Cl 3.18753 -4.85391 3.05785
F 1.15276 5.46319 -1.63303
H 2.75950 0.42696 -0.36281
F 3.33643 5.03686 -2.54028
C -3.37883 2.75841 -2.24426
H 6.16173 -2.23092 2.05229
Nb 3.10171 0.10942 -2.15568
H 2.01897 2.35607 -4.00804
H 4.42195 0.78516 6.25869
Cl -3.11996 4.11971 2.90059
C -1.60130 4.63046 -2.75128
Cl -7.10469 -3.80389 0.60362
H 4.73558 2.43179 -2.52962
C -3.82752 0.39520 -3.39782
H 5.42857 -0.72175 3.82279
Cl -7.53485 -7.22111 4.90129
H -6.08509 -7.06102 2.39370
C 5.01757 0.52530 7.13310
C 3.63127 2.35115 -2.43669
F -0.15718 6.27675 -3.62465
H 1.13194 -2.51897 -9.26998
C 1.96225 -2.58199 -8.56672
H -4.48816 0.81954 4.06592
F -3.47748 0.53508 -4.68781
F -0.20929 4.41112 -4.74265
C -3.74136 0.04248 4.23044
H -2.25507 1.48093 4.78750
H 5.55982 -1.22231 8.28727
F -5.23472 1.39248 -1.79060
C -3.08830 6.60687 1.75554
Cl -4.27445 -7.27155 3.89160
C 1.60022 -1.99082 -7.22466
H 4.83910 -5.24003 5.40151
H -3.91199 -0.39141 5.21454
H -2.90536 7.18599 0.85086
Cl 5.22156 -1.99030 6.08388
Cl 6.41919 -4.26664 3.94745
H 4.67833 1.13492 7.97093
F -5.23133 2.29475 -3.76696
C 4.42643 -6.07004 3.44739
F -2.88236 3.61445 -4.44726
Cl -3.84609 -3.85512 -0.39390
H -5.64657 -3.63589 -1.89993
C 4.88464 -0.93981 7.48069
C -6.62614 -5.89211 4.12984
F -2.42496 5.66129 -3.15623
C 5.26298 -0.43167 2.78396
H -5.71447 -1.89656 0.63066
H 2.66865 -1.64265 -1.80885
C -0.21204 4.90439 -3.48560
H 4.22958 -0.66177 2.52607
F -4.12507 3.83886 -1.80560
Cl 0.08974 -2.68956 -6.57287
F -1.51503 4.73434 -1.40701
H 1.43649 -0.91981 -7.32319
C -6.19315 -2.47253 -0.15982
C 2.40436 4.47325 -3.40307
H -2.14214 0.96582 3.10330
H 3.58554 3.04971 -4.49357
H 3.36082 2.81640 -1.45369
H 4.95497 -6.31981 2.52859
C -5.18683 -2.97379 -1.16768
H -6.92402 -1.83255 -0.65395
O 4.68405 -0.96638 -4.55387
Cl -1.09444 -0.54304 4.58353
H -2.10033 4.89462 0.93818
C 5.37571 -5.58969 4.52025
F -4.85999 -0.50387 -3.38691
F 0.77268 3.32074 -2.02916
Cl -4.68306 7.11035 2.37935
*
```

## Properties
- electronic energy (Ha) = -10320.84474
- gap between HOMO and LUMO (hartree) = 0.1164
- LUMO (eV) = 2.94
- HOMO (eV) = -0.228
- maximum force (eV/A) = 2.802